Entry 1:
Formula: C4H14N2O
Source: the OMol25 dataset
Level of theory: ωB97M-V with the def2-TZVPD basis set

Properties
Spin multiplicity ... 2
Charge ... -1
Maximum force ... 1.404 eV Å⁻¹
⟨S²⟩ ... 0.75
Electronic energy ... -345.494124 Eh
Orbital gap (alpha / beta) ... 2.32 / 9.61 eV

```
21
Properties=species:S:1:pos:R:3:forces:R:3
C 1.96708 0.03950 1.65234 -0.571 -0.117 0.334
C 0.88189 0.06590 0.58181 0.511 -0.045 -0.019
C 0.89396 1.42018 -0.12212 -0.401 -1.003 0.174
N 1.14567 -0.94342 -0.45984 -0.182 0.184 0.429
C 0.96187 -2.29915 -0.01931 -0.585 -1.240 0.303
N -0.39037 -2.77744 0.36450 0.024 0.648 0.155
H 1.80060 0.89879 2.29713 0.206 0.266 0.065
H 2.94786 0.07904 1.19634 0.266 0.082 -0.071
H 1.91708 -0.82275 2.32267 -0.012 -0.182 -0.197
H -0.08607 -0.12283 1.06251 -0.071 0.237 -0.027
H 0.23116 1.31725 -0.96958 -0.283 0.351 -0.501
H 1.90254 1.56944 -0.49803 0.089 0.419 0.015
H 0.50294 2.22031 0.49775 0.277 0.188 0.105
H 0.46981 -0.75069 -1.19429 0.114 -0.134 -0.251
H 1.55482 -2.54408 0.85586 0.407 0.460 0.148
H 1.32520 -3.01208 -0.75433 0.029 0.195 -0.490
H -1.08032 -2.50066 -0.32867 0.069 -0.080 -0.257
H -0.68272 -2.25650 1.18973 0.012 -0.175 0.028
H -4.98987 3.68856 -3.15548 0.073 0.311 0.096
H -5.69401 2.90151 -2.12391 -0.048 0.172 0.305
O -5.57912 3.82912 -2.39508 0.076 -0.538 -0.343
```
Positions in Å, forces in eV/Å.

Entry 2:
Formula: C6H15NO
Source: the OMol25 dataset
Level of theory: ωB97M-V with the def2-TZVPD basis set

Properties
Maximum force ... 4.443 eV Å⁻¹
Electronic energy ... -367.509200 Eh
SMILES ... CN[C@H](CO)C(C)C
Orbital gap ... 9.31 eV

```
23
Properties=species:S:1:pos:R:3:forces:R:3
C -0.50584 0.78621 -2.34285 1.458 1.465 0.977
N -0.60837 -0.33068 -1.40606 1.626 2.173 2.993
C 0.40407 -0.19795 -0.17548 -1.618 -0.436 0.098
C 0.37249 -1.60886 0.64779 0.876 3.349 -2.785
O 0.78932 -2.53946 -0.32171 1.782 -1.792 0.500
C -0.09354 1.08535 0.64509 -2.327 -1.007 -2.684
C -1.41343 0.99283 1.46990 0.836 -1.585 2.017
C 1.00064 1.71699 1.45671 -0.318 1.102 -2.129
H -1.41910 1.31741 -2.49927 -1.219 0.150 0.282
H -0.25226 0.52173 -3.39020 0.845 0.060 0.738
H 0.13226 1.65972 -1.77822 -0.812 -2.220 -2.270
H -0.57078 -1.21986 -1.80108 0.445 -1.488 -0.841
H 1.50543 0.02157 -0.47220 -1.725 -0.504 0.067
H -0.64750 -1.83722 0.82185 -0.894 0.014 1.182
H 1.07700 -1.42749 1.46616 -0.466 -0.643 0.240
H 1.48803 -3.12680 0.05845 -0.992 0.719 -0.581
H -0.56371 1.63625 -0.25397 1.731 0.295 1.656
H -2.03319 1.90538 1.50402 0.500 -0.262 -0.383
H -2.06052 0.12542 1.20142 0.464 0.704 0.001
H -1.06250 0.83109 2.54732 -0.837 0.010 -1.066
H 1.34575 1.05010 2.20348 0.024 -0.466 1.197
H 0.55050 2.65427 1.80908 0.853 -0.115 0.446
H 1.86825 1.87150 0.79235 -0.229 0.479 0.345
```
Positions in Å, forces in eV/Å.

Entry 3:
Formula: C2HF4NO
Source: the OMol25 dataset
Level of theory: ωB97M-V with the def2-TZVPD basis set

Properties
Maximum force ... 3.503 eV Å⁻¹
Electronic energy ... -606.266877 Eh
SMILES ... N=C(F)F.O=C(F)F
Orbital gap ... 12.43 eV

```
9
Properties=species:S:1:pos:R:3:forces:R:3
N -0.46765 1.06148 1.49460 -0.666 0.926 2.623
C -0.23035 -0.03689 1.96774 0.425 -1.386 0.281
F -0.31311 -0.32481 3.23634 -0.244 -0.300 0.154
F 0.16714 -1.13595 1.29950 -0.061 0.449 0.411
H -0.15748 1.08285 0.59510 0.561 0.335 -3.442
O 1.42574 -0.06928 -1.72669 2.823 0.008 0.421
C 0.35914 -0.14470 -2.13509 -2.125 -0.944 -0.730
F -0.12221 -0.89749 -3.10244 0.588 -0.107 -0.297
F -0.66121 0.46479 -1.62906 -1.300 1.020 0.580
```
Positions in Å, forces in eV/Å.

Entry 4:
Formula: C4H14N2S
Source: the OMol25 dataset
Level of theory: ωB97M-V with the def2-TZVPD basis set

Properties
Maximum force ... 3.161 eV Å⁻¹
Electronic energy ... -668.446378 Eh
SMILES ... NCCS.CNC
Orbital gap ... 9.59 eV

```
21
Properties=species:S:1:pos:R:3:forces:R:3
N 1.19422 -1.61521 2.70027 1.604 -1.109 1.230
C -0.07956 -0.91824 2.80175 0.095 0.472 -0.126
C -0.11234 0.19669 1.74961 -1.493 -0.677 -1.558
S -1.75904 1.05976 1.79881 0.291 -0.052 0.199
H 1.87183 -1.20852 3.38271 -0.715 -0.356 -0.963
H 1.18697 -2.63009 2.96516 -0.483 1.411 -0.442
H -0.09724 -0.35233 3.75507 -0.781 -0.778 -0.032
H -0.91714 -1.64326 2.63386 0.566 0.907 0.451
H 0.66972 0.91760 1.85424 0.547 0.345 0.377
H -0.07170 -0.19002 0.71091 0.267 -0.114 0.692
H -1.85729 1.35024 0.49054 0.117 -0.073 0.147
C 0.33391 1.44359 -1.73366 1.964 -0.016 -2.476
N -0.33165 0.20683 -1.97395 -0.981 -1.418 0.224
C -0.14660 -0.38391 -3.29369 -0.982 -1.259 -0.430
H 1.44611 1.26586 -1.96093 -1.377 0.382 0.547
H 0.02902 2.25085 -2.43641 0.026 -0.109 0.321
H 0.22893 1.77698 -0.73911 -0.139 0.322 1.192
H -1.31497 0.22117 -1.71532 0.283 0.128 -0.141
H -0.43228 0.30684 -4.11485 0.128 -0.280 0.179
H -0.74116 -1.39285 -3.45756 0.976 2.141 0.662
H 0.90026 -0.66198 -3.41742 0.087 0.133 -0.052
```
Positions in Å, forces in eV/Å.

Entry 5:
Formula: C37H94N7O16V
Source: the OMol25 dataset
Level of theory: ωB97M-V with the def2-TZVPD basis set

Properties
Maximum force ... 3.983 eV Å⁻¹
Electronic energy ... -3997.029433 Eh
Orbital gap ... 6.89 eV

```
155
Properties=species:S:1:pos:R:3:forces:R:3
O -12.92476 -9.32655 13.56823 -0.828 -0.348 2.492
V -13.49323 -9.54824 15.06764 -0.421 -0.756 -3.167
O -14.17821 -8.16605 15.45396 0.723 -0.869 -0.002
O -10.82182 -12.48322 16.30935 -0.848 -0.625 0.292
C -12.07961 -12.57627 15.78094 -0.988 -0.085 -0.426
O -12.62646 -13.68945 15.78436 0.196 0.401 0.234
O -12.60200 -11.51247 15.31247 0.274 1.025 0.359
H -10.76963 -13.37668 16.71338 0.688 0.375 0.086
C -8.50755 -19.39846 18.93395 -0.164 0.576 0.227
O -8.25415 -18.19631 18.23571 -0.266 0.086 0.190
C -6.92765 -17.72842 18.35198 -0.226 0.456 -1.130
C -6.90429 -16.24028 18.05289 0.569 0.239 1.087
N -7.68848 -15.54023 19.06710 -0.235 -0.019 -0.298
C -7.94937 -14.13619 18.74979 -0.340 -0.448 0.690
C -9.09694 -13.58767 19.58331 -0.238 -0.630 -0.050
O -10.29372 -14.09514 19.01509 -0.185 -0.047 -0.461
C -11.50771 -13.62002 19.57688 0.497 0.062 -0.816
H -9.57760 -19.58957 18.86963 0.072 -0.254 -0.456
H -8.33768 -19.26802 20.00982 0.429 -0.079 -0.029
H -7.89374 -20.20121 18.52401 -0.162 -0.271 0.129
H -6.30599 -18.16009 17.55532 0.131 -0.531 0.401
H -6.53769 -17.91432 19.35428 0.145 -0.052 -0.017
H -7.16832 -15.98279 17.01982 -0.371 -0.270 -0.089
H -5.84761 -15.96259 18.15335 -0.030 0.208 0.005
H -8.58022 -16.02775 19.10273 -0.056 0.095 0.051
H -8.26491 -14.05929 17.70093 0.319 0.477 -0.169
H -7.07156 -13.53918 19.00033 0.164 0.024 -0.465
H -9.07841 -12.49266 19.55596 -0.121 -0.002 0.151
H -9.06118 -13.97647 20.60880 0.396 0.377 0.099
H -11.76706 -14.12037 20.50950 0.023 0.109 0.130
H -12.24463 -13.84275 18.80757 -0.303 -0.032 0.251
H -11.45383 -12.53176 19.67244 -0.093 0.039 0.363
C -11.66682 -15.79601 8.33052 0.314 0.797 -0.562
O -12.01533 -16.59558 9.42224 -0.055 0.056 -0.009
C -11.16492 -17.72368 9.53178 -0.646 -0.547 0.571
C -11.46782 -18.45146 10.83662 0.698 -0.139 -0.082
N -11.06694 -17.61829 11.95406 -0.221 0.229 0.248
C -11.23349 -18.26790 13.25301 -0.514 0.673 0.276
C -11.02150 -17.21484 14.35557 0.223 -0.333 -1.117
O -11.17125 -17.77868 15.62270 -0.075 -0.366 -0.010
C -10.99159 -16.87247 16.67559 -0.317 -0.166 0.913
H -11.55101 -16.35345 7.39489 -0.145 -0.235 0.065
H -10.72964 -15.23975 8.47008 0.153 -0.271 0.279
H -12.41078 -15.01610 8.16038 -0.304 -0.254 0.198
H -10.12009 -17.40542 9.55562 0.074 -0.058 -0.182
H -11.37706 -18.41308 8.70589 0.279 0.112 -0.201
H -10.86395 -19.36650 10.85251 0.193 0.100 -0.054
H -12.49535 -18.84296 10.87982 -0.239 0.439 -0.044
H -11.67073 -16.79023 11.94741 0.233 -0.436 -0.016
H -10.52817 -19.09359 13.34168 -0.028 -0.071 0.097
H -12.26541 -18.62471 13.38503 0.051 -0.391 -0.028
H -11.76845 -16.43279 14.16941 0.116 0.231 0.203
H -10.00978 -16.82405 14.19424 0.052 0.308 0.279
H -11.09306 -17.44018 17.60526 0.247 -0.114 -0.109
H -11.78894 -16.12434 16.75004 0.198 0.236 -0.547
H -9.99846 -16.41137 16.68372 -0.025 0.105 -0.179
C -6.71348 -8.68734 18.58763 0.051 0.585 0.191
O -7.10237 -10.01282 18.39741 -0.126 -0.782 0.012
C -8.23941 -10.19846 17.57548 0.161 0.797 -0.615
C -7.88286 -10.04637 16.09275 -0.655 -1.215 0.989
N -9.12446 -10.21125 15.33755 -0.061 0.622 -0.190
C -9.00976 -10.27267 13.89254 -0.508 0.119 -1.373
C -8.11822 -9.21816 13.23650 0.125 -0.958 -0.089
O -8.53232 -9.07013 11.89359 -0.814 0.127 0.030
C -7.65395 -8.29382 11.14566 -0.229 0.693 -0.841
H -7.54771 -8.04900 18.91364 -0.031 -0.170 0.126
H -6.29065 -8.18489 17.70705 0.035 -0.326 -0.118
H -5.94959 -8.70832 19.36508 -0.043 0.136 -0.022
H -9.01174 -9.47128 17.85027 -0.174 -0.071 0.072
H -8.62312 -11.21197 17.69242 0.049 -0.017 0.435
H -7.23897 -10.91062 15.88300 0.215 1.045 0.131
H -7.41432 -9.07313 15.95980 0.087 -0.043 -0.463
H -9.51729 -11.10658 15.59492 -0.181 0.145 0.353
H -9.98128 -10.14026 13.40153 -0.268 0.245 0.485
H -8.69757 -11.26568 13.53777 -0.205 0.590 0.052
H -7.09379 -9.61661 13.20192 -0.924 0.455 0.029
H -8.13986 -8.26238 13.76972 -0.009 0.103 0.071
H -7.59662 -7.22711 11.41427 -0.174 -0.061 0.589
H -7.97276 -8.25636 10.10302 -0.125 -0.446 -0.001
H -6.63116 -8.68795 11.21865 -3.516 0.740 -1.717
C -9.82064 -13.75621 12.35582 -0.394 0.340 0.340
O -8.48223 -13.54692 12.74802 0.127 0.139 -0.269
C -8.37820 -13.58854 14.15850 0.202 -0.649 0.340
C -7.00169 -13.11656 14.59129 -0.038 -0.303 -1.420
N -6.71584 -11.76736 14.16257 0.651 -0.372 0.406
C -5.38719 -11.31849 14.50667 0.499 -0.614 0.069
C -5.00813 -10.01295 13.84626 0.643 -0.343 0.462
O -4.60336 -10.26705 12.51010 -0.188 0.112 0.029
C -4.73698 -9.12070 11.70090 0.607 -0.121 0.047
H -10.17555 -14.74437 12.65710 0.028 -0.113 0.065
H -9.98383 -13.64753 11.28476 0.558 -0.024 -0.087
H -10.43691 -12.98382 12.83652 -0.223 -0.120 0.032
H -8.40183 -14.63593 14.48810 -0.417 -0.104 0.037
H -9.22920 -13.07067 14.61350 0.220 0.148 0.042
H -6.33500 -13.83984 14.09101 0.299 0.034 0.182
H -6.86222 -13.27388 15.66112 -0.117 0.352 0.201
H -6.99261 -11.60148 13.20646 0.482 -0.372 -0.160
H -4.62550 -12.08956 14.30403 0.090 0.130 -0.396
H -5.31139 -11.21748 15.59673 -0.225 0.286 0.022
H -4.16660 -9.56610 14.38372 0.032 0.102 0.102
H -5.86572 -9.33385 13.90236 0.865 0.073 0.149
H -4.38159 -9.35671 10.69946 -0.065 -0.175 -0.052
H -4.17384 -8.24218 12.03400 0.200 -0.097 0.363
H -5.79686 -8.84790 11.65114 3.522 -0.525 1.300
C -14.20817 -16.01124 18.54451 -0.175 -0.216 0.947
C -15.52570 -15.22997 18.32302 1.722 -1.017 0.482
C -15.40275 -13.87956 19.02984 -0.842 0.442 -0.319
O -14.99182 -13.88110 20.37413 0.797 -0.390 -0.036
C -16.02697 -13.91872 21.31263 -0.360 -0.151 0.514
N -15.75933 -14.98918 16.90686 -0.101 0.473 -0.380
H -13.33629 -15.52753 18.10489 -0.159 0.105 -0.159
H -14.23897 -17.05154 18.21413 -0.221 0.128 -0.425
H -14.03127 -16.09570 19.62240 0.133 0.167 -0.017
H -16.28951 -15.84096 18.80676 -0.481 0.179 -0.377
H -16.36488 -13.35119 18.99194 -0.035 -0.007 -0.339
H -14.68355 -13.29692 18.45060 0.167 0.054 0.172
H -16.61072 -12.99064 21.28718 -0.146 -0.116 -0.077
H -15.60440 -14.01602 22.31395 0.271 0.161 -0.141
H -16.68351 -14.79143 21.21153 -0.084 0.123 -0.325
H -14.92143 -14.53346 16.53686 -0.110 0.196 0.119
H -15.76935 -15.84523 16.36153 -0.307 -0.214 0.358
C -17.50564 -11.43531 15.66108 -0.471 -0.251 0.578
C -16.25122 -10.57740 15.77795 -0.267 -0.091 -0.177
C -15.34676 -11.12812 16.86922 -0.410 -0.603 0.335
O -14.30521 -10.23514 17.23079 -0.463 0.618 -0.604
C -13.51566 -10.65168 18.32084 0.652 -0.387 0.042
N -15.48210 -10.58387 14.51548 0.530 0.533 -0.073
H -18.30811 -10.93463 15.11859 0.236 0.003 -0.343
H -17.93712 -11.61467 16.65081 0.136 0.043 0.029
H -17.31754 -12.42733 15.24485 0.142 0.097 -0.145
H -16.57638 -9.55268 15.96452 0.400 0.044 0.307
H -14.89158 -12.07117 16.54427 -0.093 -0.047 -0.220
H -15.99125 -11.38257 17.71400 0.241 0.286 0.315
H -12.97176 -11.56807 18.06651 -0.139 -0.061 0.102
H -14.09998 -10.80651 19.23108 -0.164 -0.007 -0.124
H -12.76620 -9.88224 18.50510 -0.138 0.095 -0.032
H -15.94656 -10.03754 13.79121 0.090 0.292 0.257
H -15.55843 -11.53996 14.14790 0.890 -0.112 0.119
C -13.81620 -12.32583 11.93713 -1.720 -0.189 -1.044
C -14.34186 -13.74099 12.17114 0.440 0.599 1.748
C -13.23846 -14.73465 11.89386 -0.253 -0.670 -0.437
O -13.53556 -16.06640 12.31047 0.187 0.123 0.452
C -14.63358 -16.72415 11.72890 -0.292 0.524 -0.483
N -14.79850 -13.79926 13.58254 0.389 -0.497 0.423
H -13.04200 -11.94576 12.58822 0.449 -0.355 0.073
H -14.69474 -11.69576 12.10322 0.173 0.313 -0.103
H -13.60410 -12.25315 10.86728 0.495 0.385 0.161
H -15.25231 -13.90235 11.59167 0.290 -0.075 -0.439
H -12.34427 -14.47739 12.46118 -0.087 0.169 0.138
H -12.95943 -14.72601 10.83429 -0.094 -0.059 -0.100
H -14.50400 -16.85981 10.64935 0.190 -0.138 0.022
H -15.56243 -16.15262 11.85081 -0.012 -0.091 0.192
H -14.73182 -17.68515 12.22811 0.014 -0.027 -0.049
H -14.03848 -13.50682 14.20865 0.000 0.274 -0.315
H -14.82800 -14.78721 13.85068 -0.465 0.110 -0.189
```
Positions in Å, forces in eV/Å.